Density functional theory data (ωB97M-V/def2-TZVPD) for a molecular structure, C25H35BrN8O5Pb.

XYZ file:
```
75
Properties=species:S:1:pos:R:3:lowdin_charge:R:1
Pb 1.073 1.338 0.058 1.2462
O -2.655 -1.754 2.022 0.0968
C -1.577 -1.007 2.345 -0.4704
O -0.443 -1.344 2.084 0.0649
C -1.914 0.228 3.045 -0.1535
C -3.164 0.534 3.528 -0.0146
C -3.394 1.732 4.199 -0.0576
C -2.319 2.632 4.342 -0.0119
C -1.076 2.317 3.874 -0.1475
N -0.859 1.093 3.274 0.1622
C 0.117 3.188 3.927 -0.4746
O 0.063 4.294 4.698 0.1278
O 1.118 2.925 3.314 0.0791
H -2.331 -2.487 1.479 0.1263
H -3.960 -0.178 3.366 0.1159
H -4.376 1.983 4.570 0.0992
H -2.500 3.595 4.801 0.1134
H -0.753 4.312 5.211 0.0925
C 2.123 0.137 5.018 -0.0362
C 2.647 -0.294 3.678 -0.2553
C 2.250 -1.483 3.083 -0.0419
C 2.792 -1.866 1.868 -0.1209
C 3.723 -1.015 1.299 -0.7573
Br 4.528 -1.535 -0.349 0.7811
N 4.101 0.134 1.810 0.0477
C 3.563 0.485 2.978 -0.1033
H 1.442 -0.609 5.427 0.0810
H 1.592 1.085 4.944 0.0568
H 2.939 0.278 5.729 0.0854
H 1.510 -2.111 3.563 0.1141
H 2.506 -2.784 1.378 0.1019
H 3.876 1.444 3.375 0.1248
C 1.594 -1.988 -4.083 -0.0502
N 2.553 -1.138 -3.395 -0.0851
C 3.463 -0.397 -4.272 -0.1363
C 3.944 0.736 -3.381 -0.1437
N 2.821 0.894 -2.474 -0.1403
C 2.870 1.820 -1.355 -0.2977
C 2.132 -0.275 -2.394 -0.4381
N 1.245 -0.469 -1.476 -0.0482
C 0.697 -1.765 -1.127 -0.2403
C -0.756 -1.960 -1.546 -0.2331
N -1.556 -0.862 -1.060 0.1295
C -2.812 -0.957 -0.914 -0.3719
N -3.552 0.081 -0.365 -0.1056
C -3.005 1.253 0.095 0.0585
C -4.871 -0.374 0.017 -0.1309
C -5.058 -1.571 -0.900 -0.1445
N -3.693 -2.041 -1.143 -0.0953
C -3.589 -2.778 -2.395 -0.0638
H 2.031 -2.288 -5.034 0.0879
H 0.658 -1.458 -4.287 0.0956
H 1.372 -2.894 -3.523 0.0751
H 2.914 -0.003 -5.136 0.1231
H 4.268 -1.038 -4.631 0.1207
H 4.141 1.656 -3.931 0.1225
H 4.846 0.462 -2.821 0.1032
H 2.796 2.844 -1.727 0.0418
H 3.822 1.706 -0.822 0.0321
H -0.002 2.717 -1.960 -0.0543
H 0.727 -1.837 -0.036 0.0731
H 1.312 -2.584 -1.512 0.1030
H -1.082 -2.927 -1.136 0.1136
H -0.813 -2.031 -2.638 0.0945
H -2.062 1.585 -0.324 0.0182
H 0.011 0.946 2.771 0.0620
H -3.693 1.933 0.575 0.0665
H -5.615 0.404 -0.151 0.1240
H -4.889 -0.666 1.071 0.1063
H -5.522 -1.259 -1.844 0.1211
H -5.668 -2.359 -0.458 0.1214
H -4.363 -3.545 -2.402 0.0889
H -2.630 -3.273 -2.496 0.0601
H -3.744 -2.125 -3.263 0.0997
O -0.288 2.573 -1.053 -0.5349
```

- Kohn-Sham gap (spin up / spin down) (eV) = 6.29 / 5.95
- E_tot (Eh) = -4554.717367
- energy relative to the best compared isomer or geometry (same formula, charge and spin) (kcal/mol) = 0.00
- 2S+1 = 1

---

Density functional theory data (ωB97M-V/def2-TZVPD) for a molecular structure, C25H35BrN8O5Pb in a non-equilibrium geometry.

XYZ file:
```
75
Properties=species:S:1:pos:R:3:lowdin_charge:R:1
Pb 0.216 -0.027 -0.389 1.3321
O -1.133 2.380 4.161 0.1270
C -0.652 1.531 3.241 -0.5257
O -0.795 1.686 2.026 0.0217
C 0.166 0.409 3.708 -0.0795
C 0.553 0.127 4.997 -0.0338
C 1.312 -1.002 5.170 -0.0982
C 1.652 -1.771 4.017 -0.0302
C 1.362 -1.565 2.709 -0.1533
N 0.600 -0.424 2.172 0.0001
C 1.833 -2.468 1.581 -0.4369
O 2.550 -3.557 1.934 0.1299
O 1.644 -2.270 0.410 0.0528
H -1.598 3.071 3.666 0.1337
H 0.240 0.781 5.799 0.1329
H 1.647 -1.327 6.142 0.0930
H 2.239 -2.655 4.246 0.1096
H 2.663 -3.633 2.886 0.0821
C -3.856 -3.778 2.881 -0.0565
C -3.292 -3.374 1.545 -0.2633
C -3.713 -3.949 0.352 -0.0393
C -3.172 -3.532 -0.856 -0.0870
C -2.203 -2.546 -0.833 -0.4590
Br -1.190 -1.680 -2.421 1.1527
N -1.772 -1.993 0.307 -0.0457
C -2.309 -2.391 1.451 -0.1082
H -4.610 -4.556 2.766 0.0717
H -4.324 -2.931 3.383 0.0790
H -3.074 -4.165 3.536 0.0787
H -4.476 -4.720 0.367 0.1105
H -3.498 -3.961 -1.795 0.0987
H -1.937 -1.903 2.352 0.1144
C -1.971 0.792 -5.237 -0.0551
N -1.230 -0.303 -4.660 -0.1861
C -0.786 -1.455 -5.478 -0.1263
C 0.121 -2.380 -4.599 -0.2495
N 0.585 -1.412 -3.614 -0.2815
C 1.465 -1.871 -2.401 -0.2279
C -0.403 -0.095 -3.569 -0.5216
N -0.282 0.812 -2.638 -0.1067
C -1.049 2.031 -2.549 -0.2048
C -0.168 3.034 -1.670 -0.1609
N 0.634 2.342 -0.653 -0.0117
C 1.381 2.796 0.251 -0.3080
N 2.103 2.009 1.282 0.0229
C 1.893 0.698 1.771 -0.1458
C 2.570 2.950 2.311 -0.1196
C 2.669 4.266 1.570 -0.1469
N 1.697 4.120 0.515 -0.0956
C 1.743 5.109 -0.547 -0.0439
H -2.507 0.423 -6.111 0.0892
H -1.331 1.618 -5.562 0.0924
H -2.712 1.169 -4.532 0.0864
H -0.162 -1.056 -6.284 0.1179
H -1.643 -1.980 -5.897 0.1148
H 0.986 -2.717 -5.168 0.1165
H -0.427 -3.212 -4.157 0.0718
H 2.125 -2.666 -2.759 0.0505
H 0.874 -2.258 -1.545 -0.0427
H 2.191 -0.755 -1.952 -0.0357
H -1.990 1.857 -2.010 0.1133
H -1.266 2.504 -3.504 0.0894
H -0.832 3.759 -1.191 0.1115
H 0.499 3.538 -2.370 0.1068
H 1.952 0.005 0.916 0.0194
H 0.504 0.653 2.504 0.0463
H 2.654 0.361 2.468 0.1534
H 3.544 2.640 2.686 0.1282
H 1.867 3.013 3.148 0.1216
H 3.677 4.395 1.154 0.1289
H 2.440 5.121 2.206 0.1242
H 2.186 6.018 -0.142 0.0881
H 0.750 5.362 -0.908 0.0739
H 2.356 4.773 -1.388 0.1034
O 2.217 0.185 -1.200 -0.6040
```

- Kohn-Sham gap (eV) = 4.32
- E_tot (Eh) = -4554.118751
- energy relative to the best compared isomer or geometry (same formula, charge and spin) (kcal/mol) = 375.64
- 2S+1 = 1

---

Density functional theory data (ωB97M-V/def2-TZVPD) for 3 unconnected molecules or ions with the total composition C25H35ClF2NO12PS in a non-equilibrium geometry.

XYZ file:
```
78
Properties=species:S:1:pos:R:3:lowdin_charge:R:1
C 2.947 3.460 1.469 -0.0641
C 3.258 2.227 0.598 -0.1757
C 2.646 0.928 1.148 -0.3326
F 3.670 -0.012 1.216 -0.0497
C 1.490 0.403 0.265 -0.4635
O 0.795 1.555 -0.130 -0.1364
C 0.016 1.489 -1.333 -0.1661
C 0.689 2.132 -2.537 -0.1616
O 0.097 3.393 -2.821 -0.1450
O -0.745 3.266 -3.948 -0.0353
P 2.259 -0.564 -1.205 0.9406
O 2.900 -1.927 -0.537 -0.2692
O 3.508 0.373 -1.763 -0.2827
C 0.532 -0.604 1.021 -0.7028
Cl 1.308 -1.289 2.470 0.8411
C -0.737 0.126 1.498 -0.1828
C -0.530 1.225 2.551 -0.1947
C -1.014 2.593 2.089 -0.1965
S -2.745 2.630 1.651 0.5810
O -2.877 2.560 0.231 -0.2859
O -3.370 3.763 2.230 -0.2709
O -3.375 1.310 2.284 -0.1468
N 0.124 -1.608 0.026 -0.0615
C 0.023 -3.014 0.406 -0.1962
C -1.207 -3.429 1.211 -0.3604
C -1.460 -4.928 0.975 -0.0372
F -1.014 -3.268 2.576 -0.0511
H 3.878 3.908 1.789 0.0671
H 2.421 4.206 0.889 0.0731
H 2.411 3.202 2.374 0.0654
H 4.334 2.097 0.637 0.1121
H 3.009 2.397 -0.437 0.0860
H 2.339 1.159 2.160 0.1006
H -0.862 2.104 -1.149 0.1149
H -0.360 0.503 -1.562 0.1070
H 1.748 2.286 -2.380 0.1116
H 0.518 1.476 -3.379 0.1231
H -0.145 3.370 -4.703 0.1102
H 3.728 -2.130 -1.003 0.0675
H 4.201 0.536 -1.097 0.0521
H -1.314 0.472 0.650 0.0984
H -1.344 -0.643 1.962 0.1067
H 0.477 1.302 2.930 0.0871
H -1.147 0.983 3.408 0.1126
H -0.913 3.334 2.870 0.1075
H -0.495 2.949 1.209 0.0977
H -4.317 1.324 2.037 0.1124
H -0.772 -1.354 -0.367 0.1137
H -0.101 -3.559 -0.524 0.1240
H 0.930 -3.415 0.834 0.1035
H -2.079 -2.890 0.850 0.1353
H -0.704 -5.379 0.340 0.0448
H -1.391 -5.427 1.929 0.0708
H -2.440 -5.127 0.555 0.0788
C -5.677 5.813 -4.704 0.0181
C -4.778 5.677 -5.675 0.0167
C -3.332 5.545 -5.369 -0.3836
O -2.511 5.421 -6.255 0.0983
C -2.927 5.569 -3.943 0.0174
C -3.826 5.705 -2.971 0.0311
C -5.272 5.837 -3.275 -0.3865
O -6.096 5.960 -2.395 0.1052
H -6.736 5.912 -4.905 0.1200
H -5.052 5.656 -6.722 0.1196
H -1.870 5.469 -3.745 0.1069
H -3.551 5.723 -1.924 0.1247
C 3.755 -8.233 1.892 0.0223
C 2.695 -7.964 1.136 0.0228
C 1.592 -7.108 1.638 -0.3633
O 0.622 -6.860 0.952 0.0839
C 1.716 -6.561 3.011 0.0296
C 2.777 -6.830 3.767 0.0253
C 3.881 -7.687 3.267 -0.3859
O 4.848 -7.931 3.953 0.1105
H 4.571 -8.856 1.547 0.1223
H 2.584 -8.351 0.131 0.1218
H 0.901 -5.936 3.356 0.1214
H 2.887 -6.441 4.771 0.1235
```

- Kohn-Sham gap (eV) = 6.41
- E_tot (Eh) = -3330.520196
- structure (SMILES) = CC[C@H](F)[C@@](OCCOO)(P(O)O)[C@@](Cl)(CCCS(=O)(=O)O)NC[C@@H](C)F.O=C1C=CC(=O)C=C1.O=C1C=CC(=O)C=C1
- 2S+1 = 1

---

Density functional theory data (ωB97M-V/def2-TZVPD) for a molecular structure, C25H35N6O2PtS in a non-equilibrium geometry.

XYZ file:
```
70
Properties=species:S:1:pos:R:3:lowdin_spin:R:1
Pt 0.329 0.080 0.088 0.1191
C -3.922 -2.789 -0.027 0.0001
O -4.073 -1.385 0.120 0.0003
C -2.895 -0.706 0.134 0.0005
O -1.824 -1.239 0.032 0.0007
N -3.152 0.621 0.250 0.0004
N -2.117 1.538 0.438 0.0011
H -4.926 -3.201 -0.081 0.0000
H -3.385 -3.200 0.831 0.0004
H -3.361 -3.014 -0.937 0.0000
H -4.110 0.873 0.477 0.0002
H -2.002 1.796 1.415 0.0026
H -2.248 2.358 -0.145 0.0000
S -0.148 -0.582 6.709 0.0595
C -0.129 -0.352 4.970 0.2458
C 0.121 -1.411 4.072 0.0848
C 0.167 -1.157 2.732 0.0820
N -0.025 0.073 2.188 0.2493
C -0.215 1.092 3.063 0.1000
C -0.274 0.933 4.415 0.0622
C 1.588 -0.918 6.912 0.0360
C 2.031 -2.245 6.988 0.0130
C 3.382 -2.483 7.059 0.0007
N 4.314 -1.528 7.057 0.0167
C 3.878 -0.269 6.934 0.0047
C 2.554 0.092 6.846 0.0113
H 0.282 -2.414 4.445 0.0062
H 0.336 -1.962 2.024 0.0047
H -0.332 2.079 2.632 0.0072
H -0.444 1.780 5.062 0.0015
H 1.312 -3.052 7.005 0.0025
H 3.759 -3.496 7.147 -0.0001
H 4.655 0.487 6.933 0.0004
H 2.261 1.128 6.747 0.0008
C 3.857 -0.264 -3.319 0.0011
N 3.485 -1.622 -2.979 0.0009
C 4.602 -2.299 -2.356 0.0001
C 2.319 -1.638 -2.090 0.0082
C 1.120 -0.957 -2.697 0.0015
C 0.848 -1.166 -4.046 0.0000
C -0.193 -0.513 -4.680 0.0016
C -0.976 0.364 -3.953 -0.0003
C -0.728 0.546 -2.604 0.0007
C 0.310 -0.104 -1.923 0.0062
H 4.724 -0.279 -3.983 0.0001
H 4.107 0.336 -2.433 0.0008
H 3.026 0.213 -3.832 0.0000
H 5.461 -2.276 -3.031 0.0000
H 4.339 -3.340 -2.170 0.0000
H 4.895 -1.838 -1.396 -0.0001
H 2.540 -1.143 -1.129 0.0039
H 2.087 -2.689 -1.891 0.0010
H 1.485 -1.843 -4.600 -0.0001
H -0.389 -0.686 -5.731 0.0001
H -1.788 0.898 -4.431 -0.0001
H -1.371 1.234 -2.066 -0.0003
C 2.244 2.543 -1.007 0.0202
C 2.684 1.785 0.265 0.0737
C 4.224 1.676 0.298 0.0040
C 2.257 2.636 1.489 0.0417
N 2.188 0.459 0.324 0.7094
H 2.613 3.569 -1.001 0.0020
H 1.153 2.541 -1.057 0.0000
H 2.616 2.031 -1.888 0.0001
H 4.689 2.658 0.267 0.0000
H 4.571 1.092 -0.549 0.0002
H 4.517 1.162 1.208 0.0001
H 2.894 3.518 1.580 0.0049
H 2.345 2.043 2.397 0.0031
H 1.228 2.964 1.368 0.0007
```

- Kohn-Sham gap (spin up / spin down) (eV) = 4.09 / 6.36
- total charge = -1
- E_tot (Eh) = -1970.067999
- energy relative to the best compared isomer or geometry (same formula, charge and spin) (kcal/mol) = 7.47
- 2S+1 = 3

---

Density functional theory data (ωB97M-V/def2-TZVPD) for a molecular structure, C25H36AsClIP2Yb in a non-equilibrium geometry.

XYZ file:
```
67
Properties=species:S:1:pos:R:3:lowdin_spin:R:1
C -0.562 1.671 -2.454 0.0031
I 1.754 0.622 -0.987 0.4651
H -1.541 1.725 -2.955 -0.0002
H -0.756 1.330 -1.434 0.0004
H 0.044 0.980 -3.052 0.0031
Yb 1.270 -2.136 -5.129 0.0017
P 0.106 3.345 -2.520 0.0022
C 0.207 4.033 -0.867 -0.0001
C 1.696 3.339 -3.346 0.0152
H 1.845 4.318 -3.823 0.0007
H -0.653 5.404 -3.480 0.0000
H 1.715 2.552 -4.112 0.0017
H -1.045 4.001 -4.524 0.0000
H 1.208 3.890 -0.445 -0.0001
H 2.499 3.163 -2.621 0.0108
C -1.013 4.368 -3.490 0.0000
H -0.005 5.110 -0.923 0.0000
H -2.020 4.327 -3.056 0.0000
H -0.528 3.567 -0.197 0.0000
P 0.475 -2.839 -2.702 0.0000
C -0.027 -3.471 -1.072 -0.0002
C -0.434 -3.940 -3.865 -0.0001
H 2.477 -3.773 -4.005 0.0000
H 2.099 -4.588 -2.478 0.0000
H 2.895 -2.997 -2.430 0.0003
C 2.141 -3.600 -2.953 0.0002
H 0.021 -4.113 -4.869 0.0000
H -0.494 -4.918 -3.373 0.0000
H 0.032 -4.571 -1.046 0.0000
H -1.059 -3.160 -0.853 -0.0001
H -1.455 -3.558 -3.995 0.0000
H 0.619 -3.054 -0.285 -0.0002
Cl 1.417 0.193 -5.649 0.0040
C -0.897 3.961 3.565 0.0100
C 0.430 3.713 3.195 -0.0007
C 0.757 2.532 2.522 0.0081
C -0.255 1.610 2.216 0.0266
C -1.586 1.854 2.573 0.0135
C -1.899 3.036 3.254 -0.0002
As 0.265 0.005 1.227 0.2810
C 1.315 -0.873 2.621 0.0313
C 2.359 -1.724 2.223 0.0002
C 3.068 -2.433 3.198 0.0000
C 2.757 -2.266 4.553 0.0001
C 1.741 -1.384 4.941 0.0024
C 1.016 -0.675 3.975 0.0090
C -1.390 -1.067 1.277 0.0652
C -1.494 -2.188 2.109 0.0181
C -2.665 -2.954 2.082 0.0020
C -3.712 -2.612 1.220 0.0094
C -3.595 -1.500 0.377 -0.0006
C -2.434 -0.720 0.403 0.0115
H -1.148 4.879 4.099 0.0006
H 1.215 4.434 3.431 -0.0002
H 1.791 2.325 2.233 0.0003
H -2.361 1.128 2.327 0.0009
H -2.934 3.229 3.543 0.0000
H 2.611 -1.817 1.166 -0.0006
H 3.864 -3.116 2.896 0.0000
H 3.313 -2.822 5.311 0.0000
H 1.508 -1.240 5.998 0.0004
H 0.234 0.026 4.271 0.0008
H -0.671 -2.455 2.773 0.0015
H -2.754 -3.821 2.740 0.0003
H -4.624 -3.213 1.205 0.0005
H -4.409 -1.232 -0.298 -0.0001
H -2.342 0.157 -0.240 0.0010
```

- Kohn-Sham gap (spin up / spin down) (eV) = 5.36 / 7.36
- total charge = +2
- E_tot (Eh) = -5808.776798
- energy relative to the best compared isomer or geometry (same formula, charge and spin) (kcal/mol) = 0.00
- 2S+1 = 2

---

Density functional theory data (ωB97M-V/def2-TZVPD) for a molecular structure, C25H36AsCsN2O8PS.

XYZ file:
```
75
Properties=species:S:1:pos:R:3:lowdin_charge:R:1
Cs 0.109 0.194 0.888 1.3666
C 3.684 -0.911 0.964 -0.0871
O 2.436 -1.579 0.872 -0.2265
C 2.409 -2.906 1.201 -0.2248
C 3.513 -3.604 1.670 -0.0299
C 3.413 -4.960 1.967 -0.0994
C 2.205 -5.617 1.804 -0.1077
C 1.098 -4.915 1.354 -0.0325
C 1.171 -3.564 1.051 -0.1759
N 0.062 -2.756 0.648 -0.0175
N -0.822 -3.410 0.039 0.0585
C -2.012 -2.837 -0.380 -0.1426
C -2.641 -1.680 0.196 -0.4131
O -2.200 -1.034 1.183 -0.3000
C -3.906 -1.270 -0.409 -0.0071
C -4.485 -1.932 -1.425 -0.0420
C -3.897 -3.116 -1.976 -0.1893
C -4.513 -3.813 -3.026 -0.0597
C -3.945 -4.951 -3.547 -0.1175
C -2.734 -5.411 -3.018 -0.1044
C -2.107 -4.737 -1.997 -0.0368
C -2.674 -3.569 -1.441 -0.1123
H 4.453 -1.401 0.360 0.0994
H 4.034 -0.860 2.000 0.0925
H 3.526 0.094 0.580 0.0708
H 4.460 -3.101 1.798 0.0988
H 4.286 -5.486 2.330 0.0960
H 2.115 -6.670 2.038 0.0941
H 0.134 -5.397 1.242 0.1052
H -4.359 -0.376 0.003 0.1093
H -5.419 -1.585 -1.856 0.1071
H -5.450 -3.440 -3.426 0.1027
H -4.426 -5.482 -4.359 0.0880
H -2.281 -6.307 -3.426 0.0924
H -1.163 -5.084 -1.602 0.0954
O -1.837 1.761 2.571 -0.1739
H -2.217 0.946 2.202 -0.0226
H -2.107 2.452 1.943 -0.0060
C 2.778 4.595 4.314 -0.2749
As 2.946 3.192 2.990 0.5758
C 1.854 1.752 3.675 -0.2650
C 1.998 3.841 1.460 -0.2610
S 4.938 2.668 2.725 -0.0165
H 1.736 4.872 4.474 0.0322
H 3.343 5.454 3.956 0.0280
H 3.220 4.240 5.243 0.0277
H 0.822 2.077 3.810 0.0351
H 2.278 1.387 4.607 0.0388
H 1.911 0.966 2.926 -0.0417
H 0.975 4.098 1.737 0.0356
H 1.980 3.069 0.686 0.0001
H 2.519 4.718 1.077 0.0419
C 2.862 0.600 -2.986 -0.1202
O 1.700 1.433 -3.005 -0.1814
C 1.224 1.874 -1.759 -0.4208
O 1.882 1.485 -0.790 -0.3278
H 3.083 0.371 -4.028 0.0743
H 2.674 -0.321 -2.430 0.0756
H 3.705 1.114 -2.521 0.0763
C 0.073 5.012 -1.856 -0.1501
O -1.087 4.199 -1.778 -0.3476
P -1.104 3.026 -0.641 0.7873
O -2.416 3.547 0.270 -0.4023
C -3.688 3.781 -0.316 -0.1383
O -1.924 1.868 -1.436 -0.3886
C -1.819 1.603 -2.833 -0.1110
H -0.019 5.623 -2.753 0.0798
H 0.966 4.386 -1.931 0.0573
H 0.153 5.671 -0.986 0.0761
H -4.325 4.230 0.445 0.0788
H -4.137 2.846 -0.656 0.0772
H -3.604 4.464 -1.164 0.0767
H -2.008 0.539 -2.969 0.0869
H -0.825 1.853 -3.198 0.0545
H -2.576 2.177 -3.374 0.0828
```

- Kohn-Sham gap (eV) = 6.41
- total charge = -1
- E_tot (Eh) = -4681.182765
- energy relative to the best compared isomer or geometry (same formula, charge and spin) (kcal/mol) = 16.81
- 2S+1 = 1

---

Which value of E_tot does entry 3 give?
-3330.520196 Eh

---

Among the records above, which one has the highest 2S+1?
C25H35N6O2PtS